No. 1
A structure of composition C3H8N4S at a distorted geometry. Source: OMol25; level of theory: the ωB97M-V functional and the def2-TZVPD basis.

Geometry as XYZ:
```
16
Properties=species:S:1:pos:R:3:nbo_charge:R:1
C -3.044 -0.230 0.650 -0.83
C 0.097 0.810 -0.360 0.57
C 3.042 -0.896 -0.069 -0.08
H -3.506 1.095 0.429 0.26
H -2.090 -0.538 1.548 0.29
H -4.083 -1.002 0.522 0.23
H -0.005 -1.338 -0.370 0.42
H 0.065 2.450 -0.080 0.33
H 2.285 1.364 -0.269 0.38
H 3.374 -2.073 0.361 0.21
H 3.720 0.011 -0.234 0.17
N -0.459 -0.489 -0.167 -0.76
N -0.622 1.817 -0.379 -0.71
N 1.511 0.593 -0.497 -0.53
N 1.845 -0.808 -0.178 -0.26
S -2.131 -0.766 -0.906 0.31
```

Summary:
- Frontier orbital gap: 9.0 eV
- ΔE to the lowest compared entry with this formula, charge and spin: 642.89 kJ/mol
- E_HOMO: -8.42 eV



No. 2
A cluster of 9 separate species, H17O9 in total. Source: OMol25; level of theory: the ωB97M-V functional and the def2-TZVPD basis.

Geometry as XYZ:
```
26
Properties=species:S:1:pos:R:3:nbo_charge:R:1
O -0.674 -0.017 -0.215 -1.38
H 0.286 0.163 -0.192 0.41
O -3.375 -0.677 2.172 -0.95
H -2.800 -0.654 1.408 0.50
H -3.974 -1.405 2.000 0.45
O 1.341 -2.050 -2.120 -0.97
H 1.757 -2.598 -1.454 0.46
H 0.673 -1.558 -1.643 0.50
O -2.168 2.252 -2.593 -0.96
H -1.619 1.675 -2.061 0.50
H -2.448 1.706 -3.328 0.46
O 1.019 -1.107 2.532 -0.96
H 0.520 -0.810 3.293 0.46
H 0.370 -1.175 1.832 0.50
O -1.504 2.777 1.589 -0.97
H -1.319 2.309 2.403 0.46
H -1.462 2.104 0.910 0.51
O 5.174 -0.461 -0.233 -0.94
H 4.289 -0.292 -0.554 0.48
H 5.731 0.128 -0.743 0.46
O -2.493 -3.134 -0.529 -0.95
H -3.326 -3.029 -0.068 0.45
H -2.127 -2.251 -0.568 0.50
O 2.731 2.547 -0.971 -0.94
H 2.032 2.437 -0.327 0.48
H 3.366 3.120 -0.540 0.46
```

Summary:
- Frontier orbital gap: 7.7 eV
- Net charge: -1
- ΔE to the lowest compared entry with this formula, charge and spin: 184.85 kJ/mol
- E_HOMO: -4.74 eV



No. 3
A structure of composition C27H47O5PdSi at a distorted geometry. Source: OMol25; level of theory: the ωB97M-V functional and the def2-TZVPD basis.

Geometry as XYZ:
```
81
Properties=species:S:1:pos:R:3:mulliken_spin:R:1
Pd 0.252 0.747 -1.631 1.37
C 2.272 1.203 -0.513 0.22
C 2.560 0.345 -1.625 0.15
C 2.285 1.070 -2.825 0.17
H 2.957 -0.666 -1.558 -0.02
C 1.778 2.351 -2.455 0.07
C 1.776 2.439 -1.025 0.02
H 1.492 3.294 -0.407 0.01
H 2.447 0.960 0.533 0.02
H 2.497 0.718 -3.826 0.01
H 1.501 3.142 -3.155 0.01
C -1.907 0.968 -0.921 0.16
C -1.283 2.189 -0.499 0.19
C -0.973 2.941 -1.662 -0.03
H -1.127 2.483 0.538 -0.01
C -1.353 2.183 -2.804 0.21
C -1.947 0.964 -2.351 0.08
H -2.408 0.191 -2.965 0.03
H -2.340 0.215 -0.263 0.00
H -0.572 3.957 -1.670 0.00
H -1.300 2.512 -3.838 0.00
O 0.141 -0.920 -2.783 0.22
C -0.107 0.163 -6.179 0.75
C 0.505 -1.058 -5.703 -0.04
C 0.634 1.408 -5.840 -0.05
C -1.587 0.204 -5.871 -0.02
C 0.542 -1.424 -3.964 0.14
H 1.553 -1.204 -6.048 0.01
H 0.057 -1.964 -6.185 0.01
H -0.068 -2.352 -3.907 0.02
H 1.616 -1.686 -3.778 0.01
H 0.604 1.931 -6.862 0.06
H 1.700 1.236 -5.548 0.00
H 0.287 2.158 -5.068 0.02
H -1.994 0.120 -6.934 0.04
H -2.058 1.092 -5.361 0.01
H -2.009 -0.666 -5.293 0.01
C 3.099 -1.845 2.412 0.00
C 1.735 -2.509 2.285 0.01
C 1.615 -3.218 0.941 0.00
C 1.554 -3.525 3.407 0.00
O 0.718 -1.496 2.452 0.02
Si -0.185 -0.600 1.415 0.09
O 0.270 -0.705 -0.099 0.01
O -1.738 -1.139 1.523 0.01
C -2.738 -1.246 2.559 0.00
C -3.785 -2.223 2.033 0.00
C -2.163 -1.794 3.858 0.00
C -3.381 0.112 2.801 0.00
O -0.174 0.945 2.001 0.01
C 0.402 1.715 3.091 0.01
C -0.218 3.105 3.009 0.00
C 0.093 1.081 4.439 0.00
C 1.908 1.830 2.935 0.00
H 3.894 -2.601 2.349 0.00
H 3.185 -1.337 3.382 0.00
H 3.257 -1.116 1.606 0.00
H 2.420 -3.961 0.860 0.00
H 0.655 -3.746 0.872 0.00
H 1.689 -2.516 0.104 0.00
H 1.645 -3.051 4.393 0.00
H 0.575 -4.018 3.341 0.00
H 2.329 -4.300 3.332 0.00
H -3.332 -3.204 1.852 0.00
H -4.599 -2.347 2.758 0.00
H -4.215 -1.856 1.094 0.00
H -1.428 -1.114 4.306 0.00
H -2.986 -1.919 4.578 0.00
H -1.698 -2.775 3.698 0.00
H -2.647 0.842 3.164 0.00
H -3.830 0.491 1.875 0.00
H -4.173 0.013 3.557 0.00
H -1.308 3.054 3.124 0.00
H 0.180 3.745 3.807 0.00
H 0.015 3.577 2.046 0.00
H 0.512 0.070 4.497 0.00
H 0.552 1.683 5.238 0.00
H -0.987 1.052 4.626 0.00
H 2.383 0.841 2.955 0.00
H 2.163 2.346 2.004 0.01
H 2.316 2.420 3.769 0.00
```

Summary:
- Frontier orbital gap (alpha / beta): 6.4 / 6.0 eV
- Net charge: -1
- 2S+1: 5
- ΔE to the lowest compared entry with this formula, charge and spin: 124.82 kJ/mol
- E_HOMO (alpha / beta): -3.65 / -3.32 eV



No. 4
The molecule C2H2N2OS at a distorted geometry. Source: OMol25; level of theory: the ωB97M-V functional and the def2-TZVPD basis.

Geometry as XYZ:
```
8
Properties=species:S:1:pos:R:3:nbo_charge:R:1
C -0.203 1.043 -0.249 -0.27
C 0.332 -0.043 -0.784 0.48
N -0.499 1.098 1.053 -0.69
N 1.072 -0.881 -1.207 -0.57
O -0.345 -1.321 1.466 -0.91
S -0.512 0.004 2.109 1.35
H -0.435 1.789 -0.871 0.23
H 0.589 -1.689 -1.517 0.39
```

Summary:
- Frontier orbital gap (alpha / beta): 8.1 / 8.1 eV
- ΔE to the lowest compared entry with this formula, charge and spin: 227.86 kJ/mol
- E_HOMO (alpha / beta): -8.77 / -8.77 eV



No. 5
A cluster of 4 separate species, C10H19O6S in total at a distorted geometry. Source: OMol25; level of theory: the ωB97M-V functional and the def2-TZVPD basis.

Geometry as XYZ:
```
36
Properties=species:S:1:pos:R:3:nbo_charge:R:1
O -0.893 -0.965 -0.371 -1.07
S 0.338 -0.213 -0.137 2.42
O 1.230 -0.294 -1.287 -1.04
O 0.117 1.155 0.230 -1.03
C 1.197 -1.073 1.236 -0.70
C 1.752 -0.084 2.221 -0.02
C 0.975 0.625 3.102 -0.14
C 1.527 1.530 3.965 -0.23
C 2.879 1.768 3.944 -0.22
C 3.665 1.071 3.064 -0.22
C 3.111 0.140 2.218 -0.21
H 0.484 -1.766 1.684 0.24
H 2.014 -1.603 0.751 0.23
H -0.099 0.464 3.096 0.21
H 0.928 2.088 4.678 0.20
H 3.353 2.501 4.585 0.20
H 4.732 1.271 3.039 0.20
H 3.772 -0.402 1.550 0.20
C -3.270 -2.793 -2.325 -0.25
O -3.258 -2.081 -1.102 -0.76
H -4.213 -3.336 -2.408 0.15
H -3.182 -2.102 -3.164 0.17
H -2.438 -3.510 -2.348 0.15
H -2.404 -1.607 -1.057 0.52
C -3.414 -3.483 -5.781 -0.25
O -3.947 -2.209 -5.443 -0.72
H -3.871 -4.234 -5.141 0.18
H -3.631 -3.725 -6.826 0.15
H -2.332 -3.489 -5.621 0.17
H -3.527 -1.562 -6.016 0.46
C 1.211 4.421 1.390 -0.25
O 1.817 4.881 2.605 -0.73
H 0.757 3.451 1.578 0.22
H 0.439 5.122 1.061 0.15
H 1.964 4.311 0.607 0.16
H 2.217 5.735 2.427 0.45
```

Summary:
- Frontier orbital gap: 8.1 eV
- Net charge: -1
- ΔE to the lowest compared entry with this formula, charge and spin: 121.31 kJ/mol
- E_HOMO: -5.23 eV



No. 6
The molecule C8H7NO at a distorted geometry. Source: OMol25; level of theory: the ωB97M-V functional and the def2-TZVPD basis.

Geometry as XYZ:
```
17
Properties=species:S:1:pos:R:3:nbo_charge:R:1
C -1.013 -0.416 1.448 -0.33
C -1.504 -0.644 0.233 -0.26
C -1.248 0.138 -0.957 -0.12
C -0.144 0.917 -1.181 -0.27
C 1.211 0.816 -0.728 -0.03
C 1.867 -0.330 -0.341 -0.31
C 1.281 -1.612 -0.425 0.26
N 1.016 -2.713 -0.569 -0.30
C 3.240 -0.218 0.256 0.43
O 3.801 0.844 0.412 -0.51
H -1.156 -1.280 2.220 0.21
H -0.419 0.414 1.712 0.20
H -1.955 -1.608 -0.039 0.22
H -2.114 0.175 -1.649 0.22
H -0.161 1.606 -2.016 0.22
H 1.776 1.666 -0.791 0.22
H 3.522 -1.273 0.498 0.13
```

Summary:
- Frontier orbital gap: 7.8 eV
- SMILES string: C=C/C=C\C=C(/C#N)C=O
- ΔE to the lowest compared entry with this formula, charge and spin: 229.35 kJ/mol
- E_HOMO: -9.13 eV